DFT (ωB97M-V/def2-TZVPD) results for a single C14H26N2O3S molecule.

```
46
Properties=species:S:1:pos:R:3:forces:R:3
C 4.533695 0.434060 -0.113904 0.056 0.150 0.085
C 4.886930 -0.977593 -0.516120 -0.467 0.031 -0.773
H 5.957839 -1.122429 -0.628091 0.077 -0.125 -0.099
H 4.483839 -1.727660 0.156998 -0.012 -0.151 0.065
S 4.168542 -1.305232 -2.153311 0.125 -0.232 0.591
O 4.450794 -2.667574 -2.508499 -0.155 -0.068 0.173
O 4.579558 -0.263946 -3.047970 -0.131 0.310 0.037
N 2.534137 -1.105403 -1.827313 0.929 -0.080 -0.227
C 1.769417 -0.298604 -2.754413 -0.076 0.625 -0.257
C 0.487916 0.169322 -2.067868 0.111 -0.303 -0.185
H -0.104187 0.762569 -2.765509 -0.005 0.056 0.007
H 0.753310 0.801292 -1.218178 0.024 0.074 0.013
C -0.314145 -1.050030 -1.600467 -0.130 0.118 0.180
C -1.626830 -0.654727 -0.923735 0.573 -0.174 -0.277
O -2.704879 -1.001156 -1.357672 -0.431 -0.167 -0.223
N -1.489090 0.098656 0.186530 0.066 0.242 0.345
H -0.570092 0.362633 0.502210 0.021 -0.061 -0.097
C -2.610704 0.578158 0.967714 0.082 0.100 0.152
C -2.640067 2.107299 0.991551 -0.360 -0.165 -0.139
C -3.837883 2.599517 1.798535 0.282 0.133 0.178
C -3.788140 2.049163 3.220574 -0.291 -0.098 -0.125
C -3.749543 0.524108 3.200105 0.282 0.131 0.179
C -2.552123 0.028953 2.394239 -0.364 -0.087 -0.192
H -2.543143 -1.062143 2.363768 0.088 -0.018 -0.016
H -1.626744 0.363513 2.871751 0.101 -0.007 0.024
H -3.692663 0.138196 4.219744 -0.081 -0.056 -0.009
H -4.667912 0.144427 2.748202 -0.082 -0.059 0.016
H -4.660351 2.390376 3.780878 0.036 0.050 0.072
H -2.896971 2.428728 3.726217 0.034 0.047 0.068
H -3.844426 3.690947 1.820328 -0.083 0.008 -0.052
H -4.758032 2.267852 1.313666 -0.085 0.033 -0.046
H -2.692377 2.486188 -0.030759 0.087 -0.003 -0.027
H -1.716619 2.478781 1.444893 0.100 0.032 -0.002
H -3.505870 0.199992 0.463918 0.087 0.057 0.079
C 0.556473 -1.924549 -0.691876 0.113 -0.061 -0.307
C 1.838475 -2.309023 -1.428909 -0.168 -0.448 0.440
H 1.598546 -2.928021 -2.304501 0.043 -0.006 0.063
H 2.506132 -2.883495 -0.786184 -0.160 -0.137 0.006
H 0.822035 -1.380793 0.217052 0.014 -0.020 0.073
H 0.013090 -2.826312 -0.407142 -0.002 -0.013 0.052
H -0.595561 -1.637948 -2.480234 -0.064 0.058 0.089
H 1.517750 -0.872986 -3.657532 0.015 0.047 0.013
H 2.400030 0.541496 -3.044355 -0.193 0.004 -0.109
H 4.995222 0.700764 0.834631 0.025 -0.003 0.043
H 4.879740 1.119836 -0.882974 0.033 0.152 0.040
H 3.454882 0.532800 -0.025991 -0.060 0.084 0.080
```
Positions in Å, forces in eV/Å.

As for the energy above the lowest of the compared OMol25 structures with the same formula, charge and spin: 8.27 kcal/mol. As for the HOMO-LUMO gap: 10.0 eV. As for the HOMO energy: -0.3515 Ha. The calculation puts the energy at -34898.9393 eV. For the LUMO energy, the calculation gives 0.446 eV.

DFT (ωB97M-V/def2-TZVPD) results for a molecular structure, C16H21ClN6O6Re at a distorted geometry.

```
51
Properties=species:S:1:pos:R:3:forces:R:3
Re -0.038889 0.177074 -0.062583 -0.035 1.054 -0.011
N -1.634386 -1.157099 -0.829619 -0.089 0.080 -0.191
N -2.073286 -1.972783 0.235996 0.193 0.147 0.081
C -1.586622 -1.725331 1.502223 -0.150 -0.045 -0.374
O -1.925779 -2.256943 2.488427 0.008 0.021 0.360
O -0.562963 -0.755321 1.453638 -0.060 -0.165 -0.527
H -2.404839 -0.572951 -1.161694 -0.041 0.019 0.004
H -1.365206 -1.769461 -1.598574 0.048 -0.011 -0.023
H -2.959692 -2.450173 0.145695 0.006 -0.061 0.003
O -0.197804 5.582755 2.027776 0.110 -0.089 0.006
C 0.887409 4.950852 2.452813 -0.189 -0.173 -0.150
O 1.657212 5.422024 3.227298 0.123 0.089 0.114
C 1.146161 3.551001 1.919982 0.110 0.134 0.028
C 2.259087 2.754983 2.295460 -0.205 0.240 0.200
Cl 3.423849 3.089578 3.434629 0.148 0.068 0.168
N 2.215524 1.590486 1.628672 0.043 -0.278 -0.377
N 1.111506 1.575315 0.847783 -0.206 0.237 0.069
C 0.476944 2.757823 1.017983 -0.048 -0.429 -0.080
C -0.764114 2.886191 0.199296 0.246 0.240 0.096
O -1.434315 3.859891 0.136710 -0.266 0.182 -0.043
O -1.040170 1.760478 -0.540591 0.146 -0.828 0.505
C 3.162563 0.507171 1.514630 0.007 -0.043 0.071
C 2.699557 -0.787942 1.290780 -0.283 -0.089 0.094
C 3.598811 -1.831224 1.128690 0.078 0.055 0.027
C 4.962434 -1.583599 1.204818 -0.031 -0.030 0.014
C 5.414663 -0.290355 1.424739 0.050 -0.027 -0.015
C 4.521499 0.761712 1.575983 0.156 0.188 -0.177
H -0.726817 5.095763 1.372799 0.004 0.003 -0.001
H 1.640688 -1.035419 1.334259 0.144 0.021 0.201
H 3.230895 -2.838307 0.984742 0.001 0.023 -0.024
H 5.665896 -2.399959 1.107339 0.002 0.037 -0.012
H 6.476482 -0.089001 1.475993 -0.018 0.002 0.006
H 4.897537 1.766716 1.708751 -0.022 -0.077 0.009
C 3.738722 1.264345 -3.123385 -0.057 0.008 0.077
C 3.064901 -0.107574 -3.135321 0.075 0.168 0.036
C 2.188768 -0.270637 -4.373481 -0.082 -0.133 0.065
C 4.103138 -1.216685 -3.055391 0.004 -0.080 0.055
N 2.221739 -0.282302 -1.906682 -0.259 -0.435 -0.210
N 1.039095 0.531632 -1.889280 0.011 -0.276 0.170
H 4.365412 1.388007 -4.006634 -0.030 0.012 0.012
H 4.377826 1.372552 -2.242948 -0.001 0.013 -0.032
H 3.011603 2.084767 -3.135855 0.053 -0.014 -0.027
H 2.823013 -0.364536 -5.254215 -0.012 0.033 0.021
H 1.539633 0.593333 -4.553705 0.038 -0.047 -0.005
H 1.585807 -1.182912 -4.313089 0.042 0.055 -0.015
H 4.780131 -1.148150 -3.906750 0.006 0.005 0.043
H 3.626129 -2.197651 -3.069371 0.021 0.035 -0.007
H 4.700769 -1.132086 -2.142310 -0.025 0.003 -0.052
H 2.754758 -0.091768 -1.062223 0.073 0.172 -0.092
H 0.497444 0.274324 -2.713788 0.018 -0.060 -0.071
H 1.220988 1.536305 -1.994312 0.144 0.047 -0.019
```
Positions in Å, forces in eV/Å.

As for the energy above the lowest of the compared OMol25 structures with the same formula, charge and spin: 4.71 kcal/mol. As for the HOMO-LUMO gap (alpha / beta): 6.6 / 6.8 eV. As for the HOMO energy (alpha / beta): -0.5856 / -0.5858 Ha. The calculation puts the energy at -52794.0687 eV. For the LUMO energy (alpha / beta), the calculation gives -9.364 / -9.101 eV. As for the expectation value of S²: 0.8658. The multiplicity is 2. Its net charge is +2.

DFT (ωB97M-V/def2-TZVPD) results for 7 unconnected molecules or ions with the total composition C35H40ClN3O8 at a distorted geometry.

```
87
Properties=species:S:1:pos:R:3:forces:R:3
C 2.211605 -44.894174 -20.027710 3.170 2.410 3.383
C 1.563230 -46.228772 -19.740071 0.738 1.308 -0.269
N 2.656853 -47.231689 -19.897852 -0.906 -0.445 0.916
C 3.375560 -47.739903 -18.827408 0.250 0.408 0.297
C 4.207127 -48.684388 -19.463288 -2.281 1.373 1.580
N 3.864625 -48.808407 -20.787646 0.402 -1.312 1.377
C 2.999027 -47.873199 -21.019458 -2.655 1.848 -1.556
C 4.282876 -49.878905 -21.770697 -1.980 0.881 -0.879
H 3.292713 -44.674947 -19.362977 -3.163 -0.904 -1.428
H 1.631602 -43.977774 -19.853401 -0.395 -0.616 0.316
H 2.589761 -44.721599 -20.987755 0.266 -0.557 -1.865
H 0.840432 -46.319638 -20.559632 -0.217 -0.696 0.525
H 1.117279 -46.228294 -18.692056 0.589 -0.548 -1.559
H 3.130435 -47.264966 -17.704756 1.219 -1.790 -3.435
H 4.866527 -49.317919 -19.013347 1.647 -1.586 0.949
H 2.559304 -47.588199 -21.994708 0.220 -0.461 0.574
H 4.736889 -50.754928 -21.364732 -0.123 -0.383 1.137
H 5.074565 -49.317793 -22.181603 0.819 -0.076 -1.958
H 3.385918 -50.220896 -22.469599 2.004 1.224 1.375
Cl 0.693028 -46.521408 -23.988913 0.461 -0.888 0.501
N 0.974538 -44.323318 -27.130903 0.887 -0.826 -1.370
C 1.284645 -44.281280 -28.435445 -2.535 2.444 -0.722
C 0.232375 -43.948645 -29.395872 1.895 -1.314 4.662
C -1.038959 -43.782398 -28.911243 -0.993 0.266 -3.910
C -1.331359 -43.923453 -27.603876 -5.093 0.436 1.444
C -0.317123 -44.249750 -26.785009 1.553 -1.176 4.459
H 2.314366 -44.157648 -28.808132 -0.308 -0.688 0.696
H 0.566577 -43.815889 -30.337653 0.373 0.344 -3.244
H -1.835342 -43.626030 -29.693848 0.706 0.166 1.134
H -2.539428 -43.769026 -27.250761 3.891 -0.647 -0.759
H -0.417687 -44.541952 -25.644984 -0.388 1.011 -2.468
C -3.417213 -48.369471 -26.830547 1.733 -10.556 2.628
C -3.734064 -49.886120 -27.297851 0.628 4.848 0.963
C -3.318332 -50.953711 -26.518491 1.913 3.589 0.183
C -2.328640 -50.657103 -25.565750 0.464 0.524 2.424
C -1.884304 -49.247277 -25.235983 0.556 -5.690 1.942
C -2.456638 -48.188470 -25.836963 -0.664 0.519 -0.857
O -2.019083 -46.942502 -25.499669 -6.719 0.393 -2.103
O -3.620027 -52.195650 -26.848937 -1.190 -0.222 -2.490
H -3.535345 -47.587501 -27.343808 -1.941 5.734 -4.572
H -4.134393 -50.076790 -28.294765 -0.488 0.320 0.479
H -2.080723 -51.673406 -24.965489 0.306 2.858 -0.942
H -1.121415 -49.063431 -24.403753 -1.166 -0.559 -1.380
H -1.168266 -46.918315 -25.284591 5.946 -0.056 1.751
H -3.490856 -52.755689 -26.132648 0.451 -1.671 1.995
C -1.927456 -42.030085 -20.458313 2.564 3.234 -0.277
C -0.900333 -42.202621 -21.557088 -3.006 -1.731 1.373
C -0.773649 -43.459116 -22.230591 -2.202 0.987 2.899
C -1.624640 -44.505919 -21.749592 0.485 1.262 1.481
C -2.433208 -44.301436 -20.613504 -0.439 -1.121 0.643
C -2.598879 -43.090197 -19.891082 1.088 -0.903 -2.959
O -3.474590 -43.093540 -18.864908 -0.318 -1.904 -0.824
O 0.061701 -43.583995 -23.230462 0.515 3.220 -0.480
H -2.005577 -40.892325 -19.962328 0.164 -3.171 -1.421
H -0.416657 -41.347089 -21.958918 0.446 0.602 -0.055
H -1.472840 -45.482750 -22.157730 -0.343 -0.513 -0.314
H -3.015913 -45.132901 -20.129017 0.681 0.521 -0.968
H -3.379331 -42.306276 -18.403704 0.116 2.356 1.460
H 0.325210 -44.428835 -23.494395 0.372 -2.873 -0.478
C -1.150285 -52.342567 -20.468402 0.754 -0.310 0.406
C -0.486925 -51.767048 -21.649029 -3.126 1.428 5.175
C -0.395662 -50.408527 -21.679974 -0.578 4.468 2.252
C -1.032024 -49.512922 -20.689300 -0.006 -1.947 0.512
C -1.754393 -50.144579 -19.651194 -0.304 -0.030 2.242
C -1.705773 -51.562833 -19.339802 2.031 -2.285 -4.901
O -2.003360 -52.225083 -18.183768 0.204 5.661 0.381
O 0.427436 -49.762335 -22.538092 0.973 0.985 -1.647
H -1.040103 -53.501896 -20.391585 -0.562 2.226 0.040
H -0.241353 -52.281781 -22.469275 1.353 -2.306 -2.660
H -0.885621 -48.361142 -20.583436 -0.378 -2.317 -0.851
H -2.296451 -49.493331 -18.911935 0.718 -0.627 -0.693
H -2.193899 -53.068703 -17.893032 -0.467 -2.879 -0.787
H 0.348207 -48.759157 -22.622961 -0.448 -1.689 0.359
C 3.730778 -51.213635 -25.191550 0.940 -1.406 -2.382
C 3.613698 -52.666089 -25.713673 -4.934 6.060 1.234
C 2.289527 -52.976956 -26.114852 1.468 -1.488 -0.296
C 1.188571 -52.081018 -26.043035 0.097 -0.353 -0.955
C 1.429442 -50.817655 -25.686273 -1.516 5.618 0.118
C 2.694523 -50.246939 -25.346014 -0.722 -5.505 0.563
O 2.890978 -49.031576 -24.980520 -2.086 5.620 2.207
O 2.120451 -54.261104 -26.687228 1.308 1.310 1.296
H 4.763444 -50.772971 -25.102940 -1.002 -0.722 0.464
H 4.331473 -53.376374 -25.568618 1.910 -1.590 -0.064
H 0.146049 -52.072887 -26.434879 0.866 -1.585 0.142
H 0.509039 -49.983502 -25.825644 2.537 -2.422 0.593
H 2.023995 -48.385879 -24.596658 2.830 -2.572 -1.901
H 1.240247 -54.217708 -26.981135 -1.866 -0.541 -0.851
```
Positions in Å, forces in eV/Å.

As for the energy above the lowest of the compared OMol25 structures with the same formula, charge and spin: 23.13 kcal/mol. As for the HOMO-LUMO gap: 7.6 eV. As for the HOMO energy: -0.2791 Ha. The calculation puts the energy at -70304.7806 eV. For the LUMO energy, the calculation gives 0.013 eV.